# 1
# C4H18N2O2

3 unconnected molecules or ions with the total composition C4H18N2O2 in a non-equilibrium geometry (ωB97M-V/def2-TZVPD, the OMol25 dataset).

**Multiplicity**: 2
**Kohn-Sham gap (spin up / spin down)**: 3.533 / 12.211 eV
**Total charge**: +1

```
26
Properties=species:S:1:pos:R:3:forces:R:3:lowdin_spin:R:1
C 0.3446 2.2217 -1.2742 0.10 -0.14 0.80 0.03
C -0.0543 0.7883 -0.8563 0.74 0.25 -1.33 0.08
C 1.1549 -0.0735 -0.4232 -0.66 0.57 0.42 0.05
C 1.2560 -0.1144 1.0960 0.37 0.26 -0.27 0.02
N 0.3321 -1.1551 1.6647 0.32 0.52 -0.43 0.05
N -0.7159 0.1025 -2.0252 0.04 -0.13 0.23 0.15
H 1.3502 2.4537 -0.9211 -0.04 0.01 0.18 0.00
H 0.4004 2.3406 -2.3438 -0.16 0.06 -0.39 0.01
H -0.3346 2.9652 -0.8460 0.00 -0.11 -0.24 0.01
H -0.8558 0.8228 -0.1313 0.04 -0.12 0.46 0.05
H 2.0548 0.3872 -0.8017 0.33 0.06 -0.25 0.00
H 1.0780 -1.0628 -0.8592 0.15 -0.26 0.13 0.03
H 2.2745 -0.2706 1.4287 0.08 -0.49 0.05 0.00
H 0.9694 0.8448 1.5042 -0.14 0.14 0.08 0.00
H 0.8049 -1.7277 2.3764 -0.45 0.06 -0.08 0.02
H -0.5044 -0.6671 2.0126 -0.12 -0.15 0.34 0.02
H 0.0092 -1.7258 0.8692 -0.36 -0.62 0.24 0.02
H -1.4514 0.7224 -2.3730 -0.36 -0.05 -0.27 0.06
H -1.1745 -0.7858 -1.6528 -0.23 -0.07 -0.04 0.12
H -0.0893 -0.1607 -2.8061 0.05 0.23 0.18 0.05
H -2.1716 1.6658 2.3759 0.41 -0.22 -0.05 0.01
H -0.7069 1.8388 2.8434 -0.23 0.12 0.06 0.01
O -1.2667 1.3317 2.2418 -0.13 0.01 0.09 0.04
H -1.6600 -3.7842 -0.3739 -0.15 0.26 0.06 0.02
H -0.1426 -3.7693 -0.4497 -0.05 0.00 -0.10 0.02
O -0.9011 -3.1886 -0.2757 0.47 -0.18 0.12 0.11
```
Forces are in eV/Å.



# 2
# CH3N5

A molecular structure, CH3N5 in a non-equilibrium geometry (ωB97M-V/def2-TZVPD, the OMol25 dataset).

**Kohn-Sham gap**: 10.561 eV
**Total charge**: 0

```
9
Properties=species:S:1:pos:R:3:forces:R:3:nbo_charge:R:1
N 1.4243 -0.8952 -0.6207 -0.36 0.32 -0.12 -0.81
C 0.4511 0.0023 -0.2713 -1.87 -0.65 1.14 0.40
N 0.2272 1.2393 -0.3157 -1.42 -0.79 0.93 -0.35
N -1.4320 1.2175 0.4772 2.21 -0.05 -0.61 -0.29
N -1.5385 -0.0100 0.8784 -0.06 -0.59 -0.01 0.06
N -0.7429 -0.8605 0.5354 1.25 1.24 -0.92 -0.20
H 2.1030 -0.6930 -1.3423 -0.26 0.29 0.19 0.40
H 1.0813 -1.8477 -0.6246 0.13 0.19 0.06 0.41
H -1.5736 1.8473 1.2835 0.38 0.03 -0.65 0.39
```
Forces are in eV/Å.



# 3
# C26H37As3NRe

A molecular structure, C26H37As3NRe (ωB97M-V/def2-TZVPD, the OMol25 dataset).

**Multiplicity**: 4
**Kohn-Sham gap (spin up / spin down)**: 4.474 / 4.031 eV
**Total charge**: +3

```
68
Properties=species:S:1:pos:R:3:forces:R:3:lowdin_spin:R:1
Re 0.6207 0.0203 0.2267 0.16 -0.03 -0.30 2.49
C -2.1058 -3.0575 -0.9495 -0.02 -0.04 -0.04 -0.01
C -1.3815 -3.6733 -1.9657 0.05 0.03 0.00 0.08
C -0.1199 -3.2017 -2.3454 -0.12 -0.10 -0.02 0.00
C 0.4119 -2.0995 -1.7126 0.04 0.07 -0.01 0.06
C -0.3325 -1.4585 -0.6832 0.02 -0.05 0.14 0.03
C -1.5870 -1.9482 -0.2990 0.06 0.00 -0.04 0.07
C 1.7390 -1.5229 -1.9861 -0.08 0.14 0.11 0.02
C 2.7144 -2.0491 -2.8208 0.05 -0.01 -0.06 0.00
C 3.9452 -1.4305 -2.8831 0.00 0.01 0.00 0.02
C 4.2183 -0.2663 -2.1340 0.07 -0.06 -0.09 0.00
C 5.4683 0.3977 -2.1640 0.01 0.01 0.00 0.00
C 5.6624 1.5319 -1.4248 -0.01 0.00 0.00 0.00
C 4.6128 2.0609 -0.6463 -0.02 0.00 0.01 0.01
C 3.3853 1.4438 -0.6084 0.05 0.05 0.00 0.02
C 3.1863 0.2626 -1.3362 -0.26 -0.12 -0.01 0.01
N 1.9700 -0.3953 -1.2722 0.10 -0.09 -0.01 0.05
H -3.0763 -3.4440 -0.6672 0.01 0.00 -0.01 0.00
H -1.7970 -4.5372 -2.4686 0.01 0.01 0.01 0.00
H 0.4217 -3.7115 -3.1315 -0.01 0.00 0.01 0.00
H -2.1560 -1.4780 0.4947 0.02 0.01 0.02 0.00
H 2.5164 -2.9449 -3.3913 0.02 0.01 0.00 0.00
H 4.7241 -1.8441 -3.5139 -0.01 0.01 0.01 0.00
H 6.2634 -0.0020 -2.7812 -0.02 0.00 0.01 0.00
H 6.6167 2.0397 -1.4459 -0.01 0.00 0.00 0.00
H 4.7765 2.9755 -0.0912 0.00 -0.01 0.00 0.00
H 2.5609 1.9079 -0.0593 0.02 -0.01 0.01 0.01
C -0.8567 -0.2768 4.0068 -0.12 -0.14 -0.17 0.01
As 0.3936 0.4484 2.7320 0.12 0.17 0.38 0.03
C 2.1200 -0.2401 3.3049 -0.02 -0.05 -0.06 0.01
C 0.6225 2.3672 3.0358 0.11 0.11 -0.18 0.01
C -0.4299 3.3522 2.5082 -0.20 0.02 0.02 0.00
C -0.0177 4.7520 2.9878 0.10 0.06 0.02 0.00
C -0.4345 3.4502 0.9673 0.28 0.02 0.06 0.01
As -0.9360 1.9341 -0.1408 -0.31 0.16 0.05 0.02
C -0.8091 2.5879 -1.9475 0.13 -0.10 -0.02 0.01
C -2.7919 1.4598 0.0897 0.00 -0.09 -0.09 0.01
C -1.8338 2.9948 3.0081 0.15 0.21 0.03 0.00
As -2.4619 3.1082 4.9149 -0.44 -0.46 0.27 0.00
C -0.8846 3.0535 6.0860 0.09 0.27 -0.26 0.00
C -2.9377 4.9942 5.0642 0.31 -0.02 -0.14 0.00
H -0.3934 -0.1537 4.9831 -0.02 0.02 0.08 0.00
H -1.0061 -1.3357 3.8044 0.02 -0.01 0.02 0.00
H -1.8079 0.2484 3.9696 0.00 0.02 0.05 0.00
H 2.3529 0.1942 4.2770 -0.01 0.00 0.02 0.00
H 2.9071 0.0370 2.6017 0.00 0.01 0.02 0.00
H 2.0698 -1.3242 3.3911 0.02 -0.01 0.02 0.00
H 1.6114 2.6077 2.6286 0.00 -0.03 0.00 0.00
H 0.7088 2.4553 4.1192 -0.04 0.02 0.05 0.00
H 0.9571 5.0395 2.5853 -0.03 0.00 0.01 0.00
H 0.0472 4.7876 4.0738 -0.03 0.00 -0.05 0.00
H -0.7476 5.4976 2.6707 -0.01 -0.01 0.00 0.00
H 0.5489 3.7600 0.5934 -0.02 -0.03 -0.01 0.00
H -1.1387 4.2257 0.6543 -0.03 0.03 0.02 0.00
H -1.5462 3.3839 -2.0509 -0.01 0.03 -0.02 0.00
H -1.0337 1.7831 -2.6444 -0.02 0.00 -0.01 0.00
H 0.1889 2.9781 -2.1366 0.00 0.03 -0.01 0.00
H -3.3576 2.3857 0.1851 -0.02 0.01 0.02 0.00
H -2.9447 0.8407 0.9681 -0.02 0.03 0.04 0.00
H -3.1093 0.9246 -0.8046 0.00 0.00 0.00 0.00
H -2.0827 1.9740 2.7005 -0.01 0.00 -0.02 0.00
H -2.5620 3.6430 2.5097 0.00 -0.02 -0.03 0.00
H -0.4117 2.0740 6.0703 0.01 -0.07 0.03 0.00
H -1.2788 3.2063 7.0894 -0.01 -0.01 0.04 0.00
H -0.1448 3.8321 5.8943 -0.01 -0.07 0.07 0.00
H -3.6855 5.2332 4.3106 -0.03 0.01 0.01 0.00
H -2.0829 5.6596 4.9644 -0.01 0.06 0.00 0.00
H -3.3824 5.1341 6.0469 -0.03 -0.01 0.03 0.00
```
Forces are in eV/Å.



E list, top to bottom, in Eh: -422.8419; -313.5754; -7852.2327